(1)
55
Properties=species:S:1:pos:R:3:forces:R:3 method="wB97M-V/def2-TZVPD" total_energy_ha=-2248.65492 orbital_gap_ev=7.9 charge=+1 homo_energy_ev=-13.216
C 2.240 -1.141 1.408 0.0429 -0.4687 -0.4226
H 2.499 -2.135 1.765 0.0846 0.1077 0.2146
F -3.299 4.568 -5.621 0.0709 -0.0651 0.1231
C -3.636 5.440 -4.672 -0.2564 0.1346 -0.5277
C 3.012 -0.823 0.146 0.1008 0.2786 0.0753
F -0.996 -5.495 1.413 -0.0206 0.0967 0.1789
H -0.075 6.313 -2.516 0.0097 -0.0545 0.0737
C -2.842 -1.439 -3.381 -1.6158 -0.5585 0.3818
O 2.582 -0.230 2.466 -0.1017 0.1589 0.1922
H 1.558 -4.779 5.485 -0.1627 -0.0123 -0.1539
H -1.951 5.494 -1.046 -0.0407 -0.0923 -0.1918
O 1.168 1.291 1.603 -0.0100 0.2029 0.0956
F 1.787 1.347 4.743 -0.0554 -0.0965 -0.0800
C 1.742 -6.933 5.636 -0.2127 -0.1334 -0.2291
H 3.135 -5.411 5.037 0.0007 -0.0008 -0.2509
O 1.734 -5.618 3.581 -0.0640 0.1277 -0.2898
H -3.523 -2.274 -3.513 0.2742 -0.0955 -0.0804
C -2.661 5.361 -3.488 0.1997 0.2630 0.5238
H 2.745 0.163 -0.238 -0.0739 -0.0377 -0.0141
N -0.838 -0.582 -3.767 -0.8965 -0.1686 0.1973
O -1.907 4.444 -3.310 -0.0804 -0.3115 -0.1016
H 0.671 -7.132 5.612 -0.0086 0.0742 0.0743
C 1.199 -1.247 -3.462 -0.1742 1.1242 -0.0292
H 1.164 -1.129 1.234 -0.0089 0.1709 0.0926
F 2.031 3.067 3.457 -0.0642 -0.0879 -0.1078
F -3.655 6.657 -5.211 0.0558 -0.0373 0.0822
H 2.238 -7.747 5.105 0.1021 0.0339 0.0564
O 1.912 -1.570 -2.632 0.0698 -0.5803 -0.6070
H -0.671 7.958 -2.353 -0.0224 0.0470 0.1078
H 4.084 -0.813 0.341 -0.0078 -0.1148 0.0222
C 2.065 -5.605 4.987 0.2464 -0.1036 0.6113
C 2.383 1.796 3.632 0.2010 0.3994 0.3726
F 0.767 -4.262 1.222 0.0519 0.1028 0.1187
C -2.434 0.753 -2.562 -1.1222 -1.8414 -0.5679
C 0.286 -5.403 1.756 -0.1553 -0.2661 -0.5971
C 1.964 0.942 2.427 -0.0734 -0.4436 -0.3072
C -3.331 -0.317 -2.680 1.6358 1.0901 -0.1306
H 2.071 -6.936 6.674 0.0265 0.0359 -0.0078
N 0.458 -0.702 -4.326 -0.1338 -0.6704 0.6815
F 0.932 -6.419 1.179 0.0667 0.0366 0.1141
H -2.498 7.150 -0.846 -0.1779 0.0292 -0.1808
H -2.700 1.680 -2.075 0.3216 0.0897 -0.0584
O -2.814 6.413 -2.710 -0.1569 -0.1551 -0.1741
F 3.704 1.752 3.823 -0.0293 -0.0589 -0.0782
C -1.198 0.535 -3.163 0.9426 1.9620 0.3477
F -4.878 5.145 -4.262 0.0575 -0.0518 0.1257
H -4.323 -0.269 -2.256 -0.0421 -0.2165 -0.1195
N -1.654 -1.609 -3.898 0.5139 0.2276 -0.2017
H 2.799 -1.565 -0.620 0.1000 -0.0341 0.2129
H -0.023 7.109 -0.938 -0.0422 0.0038 0.0261
O -0.427 -5.193 4.050 -0.1969 0.0414 -0.2234
C -1.989 6.472 -1.526 0.3849 0.1991 0.5077
C 0.463 -5.400 3.281 0.3348 0.0106 0.5779
H -0.464 1.335 -3.142 0.1035 -0.2348 -0.1243
C -0.606 6.993 -1.850 0.0083 -0.0564 -0.3310

=====

(2)
71
Properties=species:S:1:pos:R:3:forces:R:3 method="wB97M-V/def2-TZVPD" total_energy_ha=-4042.70687 orbital_gap_ev=4.9 charge=+1 homo_energy_ev=-8.352
C 0.430 -5.551 -4.242 0.0228 0.0477 0.0439
C 0.887 -6.757 -3.491 0.0125 -0.0729 0.0818
C -2.742 1.691 -0.897 0.0476 -0.0491 -0.2152
C -3.895 -4.724 -8.521 0.0024 0.0191 0.0019
C 0.901 -3.939 -2.496 0.0919 -0.0194 0.0144
C -3.525 -0.205 1.372 -0.1102 -0.0159 0.0436
H -3.669 2.226 -0.672 0.0442 0.0010 0.0189
O 2.726 -3.158 -0.597 -0.0504 -0.0816 0.0734
H -1.318 -6.681 -3.478 0.0230 0.0282 -0.0143
H -2.087 -4.131 -7.571 0.0064 0.0034 0.0110
C -2.606 2.977 2.322 0.0371 -0.0815 -0.0033
H -3.155 4.640 3.561 0.0094 -0.0168 0.0044
H 2.647 -0.301 2.779 -0.0017 0.0227 0.0407
O -0.381 -0.692 -1.765 0.0818 0.3745 0.0258
H 3.304 1.904 0.421 0.0095 0.0363 0.0096
H 0.903 -5.356 -5.197 -0.0145 0.0315 -0.0106
C -1.136 -2.298 -3.293 0.1756 0.0006 0.0869
H -3.026 -2.780 -8.209 0.0378 -0.0057 -0.0158
H -2.350 -0.533 -3.202 0.0272 -0.0007 -0.0191
H 1.686 -7.342 -3.925 -0.0256 0.0113 -0.0321
H -2.003 2.425 -1.226 -0.0312 -0.0027 -0.0167
Si 1.237 1.396 1.654 -0.0697 0.0353 -0.4486
C -0.023 3.431 3.159 -0.0197 -0.0317 -0.0595
C -2.868 -3.130 -5.334 -0.1278 0.1126 0.0186
Si -2.113 0.781 0.626 0.0917 -0.2584 0.2413
C 1.692 -2.524 -0.647 0.0311 0.0269 -0.1069
H -0.830 5.036 4.332 -0.0026 -0.0086 -0.0094
H 1.712 -4.601 -2.222 -0.0003 0.0300 0.0017
H -4.412 0.417 1.531 0.0444 -0.0295 0.0044
H -5.517 -2.964 -5.499 0.0025 0.0307 0.0193
C -0.233 -1.841 -2.231 0.0077 -0.1601 -0.0868
H -2.935 1.017 -1.736 -0.0573 0.0236 0.0440
C -2.203 -1.491 -3.684 -0.0168 0.1016 0.0589
C -3.036 -1.899 -4.681 0.0146 -0.0765 -0.1129
N -3.724 -3.593 -6.376 0.0225 0.0196 -0.0864
C -1.817 -3.932 -4.940 0.0813 -0.1176 0.0561
H -3.809 -1.036 0.720 -0.0015 0.0278 0.0258
C -5.073 -3.060 -6.486 0.0942 -0.1161 0.0409
Ga 0.088 -0.153 0.205 0.0977 -0.0502 0.0686
C -1.589 2.143 1.835 0.0430 0.1357 0.1076
C -0.465 -6.753 -4.140 -0.0608 -0.0351 0.0351
C -0.259 2.388 2.252 -0.1298 0.1201 0.0498
H -3.480 -4.851 -9.519 -0.0219 0.0511 -0.0232
C -3.098 -3.746 -7.681 -0.0760 0.0821 0.0806
H -1.697 -4.901 -5.403 -0.0002 0.0133 0.0055
H -3.969 -5.689 -8.024 -0.0255 -0.0257 -0.0290
H -5.868 -4.796 -9.243 -0.0113 -0.0457 0.0058
H -3.633 2.813 2.004 0.0302 0.0034 0.0144
H 1.122 -0.062 3.644 0.0425 -0.0143 0.0178
H 0.991 3.622 3.501 -0.0215 0.0044 -0.0145
N -5.300 -4.193 -8.649 0.0681 -0.0195 0.1403
C -5.925 -4.025 -7.287 0.0223 0.0049 0.0176
C -1.046 4.236 3.635 -0.0111 -0.0180 -0.0186
H -3.226 -0.619 2.336 -0.0307 -0.0190 -0.0188
C -2.347 4.012 3.206 0.0273 0.0053 0.0043
F -4.037 -1.078 -5.067 -0.0415 0.0407 -0.0459
H -5.944 -5.009 -6.823 -0.0171 -0.0303 -0.0395
H 0.905 -6.708 -2.411 0.0028 0.0225 -0.0145
C 2.538 2.513 0.906 0.0776 0.1522 0.0562
N 0.105 -4.345 -3.507 -0.0929 -0.0370 -0.1514
H -6.941 -3.659 -7.421 0.0022 0.0313 -0.0343
H -5.102 -2.068 -6.958 -0.0133 0.0206 -0.0017
C 0.761 -2.769 -1.817 -0.1349 0.0553 0.1064
C -0.943 -3.533 -3.920 0.0546 -0.0655 -0.0448
H 2.426 1.120 3.817 -0.0411 -0.0047 -0.0094
H 2.088 3.162 0.152 0.0438 -0.0029 -0.0103
O 1.293 -1.667 0.234 -0.3049 -0.0538 0.0792
C 1.927 0.450 3.112 0.0895 -0.1415 0.0372
H 3.031 3.145 1.649 -0.0385 -0.0180 -0.0229
H -5.259 -3.275 -9.098 -0.0475 -0.0048 -0.0816
H -0.625 -7.342 -5.033 0.0293 0.0036 0.0038

=====

(3)
70
Properties=species:S:1:pos:R:3:forces:R:3 method="wB97M-V/def2-TZVPD" total_energy_ha=-4478.07213 orbital_gap_ev=7.3 charge=+2 homo_energy_ev=-13.977
C 1.598 3.244 -3.913 -0.0181 0.0724 -0.0079
C -1.284 -4.685 -0.619 -0.0758 0.0208 0.0865
H 4.116 -3.633 3.023 0.0076 -0.0033 0.0056
C 0.580 3.677 3.212 -0.0042 -0.0273 -0.0191
C -4.087 -1.824 3.004 0.0283 0.0020 -0.0397
N -0.063 -1.609 -0.948 0.3677 0.2390 -0.2581
H -1.129 2.274 -6.317 0.0199 0.0056 -0.0064
H -2.353 -1.024 -1.115 -0.0535 -0.0204 0.0433
H -2.850 2.285 -2.491 -0.0168 0.0089 -0.0107
C 3.854 3.091 -2.414 0.0878 -0.1157 -0.0566
C -2.002 1.669 -2.194 0.0907 0.0654 -0.0307
C 3.118 -1.018 -0.701 -0.0270 -0.0116 0.0254
Pd 0.140 -0.213 0.440 -0.3281 -0.1748 0.4234
C -2.876 -1.471 3.589 0.0190 -0.0176 -0.0206
C 0.218 1.324 2.973 0.0209 -0.1077 0.1815
C 0.738 2.587 1.084 -0.0297 0.1416 0.0130
H 1.956 5.355 -3.736 -0.0067 0.0012 -0.0033
H 0.537 3.436 -0.876 -0.0029 0.0117 0.0020
C -3.121 -1.608 -0.617 -0.0904 0.0533 -0.1007
C 1.530 -1.496 2.604 0.0078 -0.0383 0.0313
H 3.637 0.954 -2.479 0.0049 0.0681 -0.0769
H 4.769 3.064 -1.832 0.0129 -0.0130 0.0079
H 0.737 3.372 -4.556 0.0453 -0.0071 0.0117
C -3.055 -1.456 0.870 -0.1669 -0.1046 -0.1609
H 2.884 0.048 -0.736 -0.0336 -0.0798 0.0665
C 3.224 1.908 -2.778 0.0855 0.0144 -0.1370
C -1.692 2.414 -5.398 0.0558 -0.0750 -0.0614
C 2.363 -2.405 3.234 0.0029 0.0123 -0.0343
N -0.136 -4.042 -0.843 0.2514 0.0898 -0.2368
H -2.348 0.842 -1.586 0.0216 -0.0301 0.0448
C 2.860 -1.550 0.672 0.0654 -0.0251 0.0518
H 0.147 2.349 4.849 -0.0015 0.0006 0.0083
C -4.165 -1.828 1.631 0.0334 -0.0554 0.0224
C 2.297 4.362 -3.469 -0.1789 0.0239 -0.1106
C 1.079 2.634 -0.374 -0.0517 -0.0492 0.0304
C -1.825 -1.085 2.778 0.0810 -0.0236 0.1891
H 2.143 2.850 -0.490 -0.0948 -0.0225 0.0349
N 0.396 1.415 1.645 0.0377 -0.0388 -0.2026
H -1.440 -1.649 -4.630 0.0176 -0.0040 0.0127
C 3.462 -2.912 2.551 -0.0218 0.0204 -0.0164
Se 1.239 0.333 -4.037 0.0810 -0.0197 -0.0068
H -2.939 -2.657 -0.872 -0.0989 0.0248 0.0123
H -2.755 -1.503 4.664 0.0002 -0.0052 0.0143
Sb -1.166 0.936 -3.990 -0.3378 0.0690 -0.0747
C 0.294 2.443 3.782 0.0156 -0.0148 0.0098
H -2.756 2.295 -5.596 -0.0222 -0.0044 -0.0041
N 3.392 4.295 -2.727 0.1255 0.1126 0.0855
C -0.119 -2.793 -0.892 -0.1589 -0.3223 0.4178
H -1.510 3.403 -4.984 0.0107 0.0124 0.0138
H -4.110 -1.346 -0.990 -0.0057 0.0147 -0.0035
H -5.068 -2.140 1.126 -0.0037 -0.0014 -0.0114
H 0.636 4.567 3.824 0.0054 0.0097 0.0116
N -2.265 -5.251 -0.408 -0.0789 -0.0395 -0.0075
C 3.721 -2.463 1.272 -0.0131 -0.0032 -0.0063
C -2.160 -0.841 -4.525 0.0591 -0.0242 0.0143
H 1.097 4.672 1.381 0.0025 0.0099 -0.0159
C 0.826 3.739 1.856 -0.0229 -0.0678 -0.0073
H -2.671 -0.677 -5.470 -0.0043 0.0045 -0.0174
H 4.161 -1.164 -0.974 0.0199 -0.0005 -0.0128
H -2.879 -1.088 -3.747 -0.0041 0.0021 0.0191
C 2.066 1.998 -3.537 -0.0190 -0.0560 0.0529
H 4.585 -2.810 0.725 0.0127 -0.0037 0.0015
H 2.491 -1.523 -1.437 -0.0134 0.0035 0.0036
H -4.934 -2.113 3.611 -0.0147 -0.0011 0.0094
N 1.783 -1.108 1.336 0.0660 0.0331 -0.0981
H -1.290 2.277 -1.645 0.0432 0.0157 -0.0278
H 0.879 1.686 -0.887 0.0115 0.0812 0.0585
Sb -0.019 -0.626 3.858 -0.0329 0.0511 0.0033
N -1.920 -1.041 1.439 0.2157 0.3158 -0.1432
H 2.160 -2.712 4.251 -0.0015 -0.0028 0.0072